This record from OMol25 describes C37H40EuNP2Sb as an isolated structure. The level of theory is the ωB97M-V functional and the def2-TZVPD basis.

Results
Molar mass: 834.4 Da
Expectation value of S²: 12.045
Orbital gap (alpha / beta): 2.55 / 4.67 eV
Calculated total energy: -3121.47828 Ha

Structure (ORCA input):
```
! wB97M-V def2-TZVPD RIJCOSX def2/J DEFGRID3
* xyz 1 7
C -0.572 -5.029 -0.172
C -0.366 -3.949 -1.022
C -1.486 -3.144 -1.431
C -2.749 -3.346 -0.764
C -2.845 -4.340 0.244
C -1.781 -5.174 0.531
C -3.770 -2.423 -1.010
C -3.506 -1.233 -1.695
C -2.269 -1.165 -2.442
C -2.015 -0.003 -3.244
C -2.804 1.120 -3.081
C -3.900 1.115 -2.197
C -4.287 -0.056 -1.573
H 0.245 -5.729 0.015
H -3.789 -4.421 0.784
H -1.876 -5.952 1.285
H -4.728 -2.567 -0.510
H -2.577 2.024 -3.652
H -4.449 2.041 -2.032
H -5.183 -0.091 -0.945
N -1.316 -2.111 -2.302
Eu -1.283 -1.435 2.673
C 1.018 -3.486 -1.397
H 1.002 -3.074 -2.413
H 1.761 -4.292 -1.331
C -0.838 -0.014 -4.201
H -0.675 -1.015 -4.622
H -0.972 0.708 -5.020
P 1.504 -2.075 -0.280
P 0.705 0.405 -3.351
C 0.705 2.136 -2.907
H 1.513 2.349 -2.196
H 0.855 2.741 -3.813
H -0.247 2.421 -2.445
C 2.093 0.005 -4.401
H 2.189 0.758 -5.195
H 2.990 0.012 -3.770
H 1.969 -0.989 -4.852
C 1.373 -2.888 1.372
H 2.193 -3.611 1.471
H 1.474 -2.147 2.187
H 0.431 -3.451 1.479
C 3.318 -2.221 -0.547
H 3.813 -1.352 -0.097
H 3.683 -3.147 -0.079
H 3.544 -2.241 -1.623
H -2.138 0.371 2.815
H 0.736 -0.386 -2.178
C -1.191 -0.767 5.474
C -1.985 0.197 4.895
C -1.522 0.885 3.652
C -0.075 0.663 3.247
C 0.719 -0.165 4.033
C 0.154 -0.953 5.062
Sb 0.342 0.909 1.089
C -0.502 2.926 1.021
C -1.616 3.158 0.208
C -2.183 4.440 0.156
C -1.656 5.471 0.948
C -0.560 5.227 1.783
C 0.018 3.948 1.821
C 2.420 1.597 0.917
C 2.718 2.743 0.175
C 4.052 3.092 -0.079
C 5.088 2.303 0.436
C 4.791 1.171 1.205
C 3.455 0.825 1.456
H -1.585 -1.405 6.276
H -3.014 0.409 5.200
H -1.826 1.941 3.578
H 1.792 -0.244 3.849
H 0.781 -1.686 5.569
H -2.053 2.345 -0.377
H -3.036 4.624 -0.502
H -2.105 6.466 0.914
H -0.146 6.024 2.406
H 0.869 3.766 2.482
H 1.922 3.387 -0.208
H 4.274 3.981 -0.676
H 6.128 2.572 0.241
H 5.596 0.554 1.613
H 3.239 -0.053 2.071
*
```

Here are the Löwdin charges for atoms 1 to 6, given in e: atom 1 (C): -0.05, atom 2 (C): -0.24, atom 3 (C): -0.17, atom 4 (C): -0.17, atom 5 (C): -0.06, atom 6 (C): -0.07